{"formula": "C23H28N2O7", "method": "ωB97M-V/def2-TZVPD", "elements": ["C", "C", "N", "C", "O", "C", "C", "O", "C", "O", "C", "C", "C", "O", "O", "C", "C", "C", "N", "C", "C", "C", "C", "O", "O", "C", "C", "C", "C", "C", "C", "C", "H", "H", "H", "H", "H", "H", "H", "H", "H", "H", "H", "H", "H", "H", "H", "H", "H", "H", "H", "H", "H", "H", "H", "H", "H", "H", "H", "H"], "coordinates": [[-5.055, -1.629, -0.935], [-3.557, -1.900, -1.020], [-2.789, -0.667, -0.937], [-2.290, -0.137, -2.079], [-2.551, -0.577, -3.178], [-1.375, 1.089, -1.907], [-0.630, 1.373, -3.206], [-0.452, 0.953, -0.819], [0.270, -0.166, -0.746], [0.122, -1.126, -1.453], [1.345, -0.043, 0.339], [2.086, 1.255, 0.094], [1.520, 2.477, 0.668], [1.813, 3.614, 0.365], [0.608, 2.209, 1.622], [-0.016, 3.336, 2.209], [3.164, 1.240, -0.725], [3.947, 2.423, -1.189], [3.662, 0.033, -1.162], [3.345, -1.166, -0.573], [4.263, -2.301, -0.870], [2.271, -1.230, 0.252], [1.944, -2.450, 0.979], [2.585, -3.478, 0.968], [0.818, -2.321, 1.718], [0.444, -3.476, 2.450], [-2.701, -0.063, 0.341], [-3.363, 1.133, 0.595], [-3.317, 1.694, 1.859], [-2.620, 1.064, 2.875], [-1.961, -0.127, 2.624], [-2.005, -0.695, 1.364], [-5.604, -2.565, -0.999], [-5.304, -1.140, 0.005], [-5.364, -0.989, -1.758], [-3.245, -2.560, -0.207], [-3.311, -2.362, -1.977], [-1.984, 1.955, -1.627], [0.018, 2.237, -3.077], [-0.035, 0.505, -3.480], [-1.347, 1.562, -3.998], [0.835, -0.011, 1.304], [-0.730, 3.776, 1.510], [0.729, 4.090, 2.474], [-0.531, 2.972, 3.094], [3.932, 2.465, -2.278], [4.984, 2.341, -0.864], [3.516, 3.337, -0.796], [4.473, 0.060, -1.763], [3.690, -3.163, -1.205], [4.992, -2.029, -1.629], [4.781, -2.611, 0.036], [0.194, -4.293, 1.770], [-0.424, -3.196, 3.044], [1.262, -3.800, 3.097], [-3.922, 1.612, -0.196], [-3.836, 2.622, 2.052], [-2.595, 1.499, 3.864], [-1.406, -0.616, 3.411], [-1.480, -1.615, 1.159]], "forces_ev_per_a": [[0.248, -0.075, -0.008], [-0.286, -0.192, -0.207], [-0.115, -0.298, 0.219], [0.158, 0.339, 0.124], [-0.045, 0.030, -0.236], [0.061, 0.051, -0.623], [-0.109, -0.073, 0.298], [-0.132, 0.306, -0.048], [0.373, -0.279, 0.280], [-0.115, -0.001, -0.125], [0.011, -0.126, -0.286], [0.230, -0.488, -0.061], [0.127, 0.528, 0.028], [-0.182, -0.010, 0.078], [0.231, -0.337, -0.108], [0.008, 0.427, 0.096], [-0.327, 0.395, 0.393], [-0.064, 0.151, 0.068], [0.122, -0.036, -0.284], [-0.350, -0.307, 0.532], [0.024, -0.128, -0.069], [0.071, 0.490, -0.080], [0.265, -0.237, -0.031], [-0.114, -0.058, 0.058], [0.006, 0.344, -0.163], [0.091, -0.389, 0.119], [-0.127, 0.239, 0.274], [0.044, -0.144, -0.036], [0.008, 0.099, 0.057], [-0.029, 0.056, 0.079], [0.008, -0.060, 0.038], [-0.100, 0.023, -0.113], [-0.122, -0.085, 0.016], [-0.076, 0.025, 0.068], [-0.049, 0.059, -0.080], [0.037, 0.023, -0.077], [0.012, -0.010, 0.187], [0.086, -0.177, -0.027], [0.013, 0.093, 0.031], [0.007, -0.025, -0.064], [-0.005, 0.021, -0.072], [0.068, 0.009, -0.168], [0.019, -0.012, 0.053], [-0.124, -0.069, 0.010], [0.008, 0.008, -0.058], [0.024, -0.004, -0.115], [0.087, -0.046, -0.002], [0.075, -0.034, -0.080], [-0.129, -0.025, 0.149], [0.061, -0.034, -0.026], [0.055, 0.043, -0.062], [0.044, -0.016, -0.018], [0.000, 0.049, 0.082], [0.009, 0.011, -0.027], [-0.120, 0.009, -0.029], [-0.064, 0.002, -0.082], [-0.048, 0.073, 0.020], [0.006, 0.035, 0.082], [0.066, -0.051, 0.080], [0.066, -0.111, -0.050]], "lumo_ev": 0.6, "relative_energy_kj_mol": 55.7, "smiles": "CCN(C(=O)[C@H](C)OC(=O)C1C(C(=O)OC)=C(C)NC(C)=C1C(=O)OC)c1ccccc1", "homo_ev": -8.32, "e_tot_ev": -41619.583}



{"formula": "C23H28N4O2", "method": "ωB97M-V/def2-TZVPD", "elements": ["C", "C", "C", "C", "C", "N", "C", "N", "C", "C", "N", "C", "O", "C", "C", "C", "C", "O", "C", "C", "C", "C", "N", "C", "C", "C", "C", "C", "C", "H", "H", "H", "H", "H", "H", "H", "H", "H", "H", "H", "H", "H", "H", "H", "H", "H", "H", "H", "H", "H", "H", "H", "H", "H", "H", "H", "H"], "coordinates": [[-1.771, -3.604, -1.002], [-2.342, -3.337, 0.388], [-1.248, -3.287, 1.450], [-3.211, -2.072, 0.398], [-2.546, -0.748, 0.127], [-1.243, -0.725, -0.076], [-0.596, 0.419, -0.306], [0.749, 0.307, -0.445], [1.364, -1.002, -0.539], [2.632, -0.901, -1.372], [3.596, -0.059, -0.689], [4.904, -0.411, -0.749], [5.277, -1.340, -1.451], [5.893, 0.335, 0.046], [7.258, 0.224, -0.061], [7.806, 1.072, 0.922], [6.743, 1.633, 1.563], [5.586, 1.199, 1.046], [3.031, 1.026, 0.082], [1.662, 1.425, -0.468], [-1.306, 1.639, -0.388], [-0.734, 2.861, -0.781], [-0.341, 3.882, -1.138], [-2.691, 1.627, -0.134], [-3.328, 0.421, 0.125], [-4.804, 0.360, 0.415], [-5.540, 1.636, 0.021], [-4.780, 2.849, 0.536], [-3.437, 2.930, -0.178], [-1.140, -4.489, -0.990], [-2.574, -3.765, -1.719], [-1.181, -2.756, -1.332], [-3.013, -4.170, 0.639], [-0.677, -4.212, 1.446], [-0.579, -2.456, 1.253], [-1.685, -3.158, 2.438], [-4.003, -2.204, -0.346], [-3.702, -1.994, 1.373], [1.605, -1.391, 0.459], [0.655, -1.686, -1.005], [2.401, -0.489, -2.362], [3.092, -1.882, -1.512], [7.778, -0.393, -0.763], [8.843, 1.240, 1.126], [6.682, 2.331, 2.375], [3.683, 1.900, 0.032], [2.931, 0.736, 1.136], [1.271, 2.230, 0.159], [1.777, 1.819, -1.487], [-5.249, -0.488, -0.112], [-4.939, 0.179, 1.487], [-6.553, 1.612, 0.428], [-5.617, 1.695, -1.067], [-5.346, 3.764, 0.359], [-4.622, 2.751, 1.612], [-2.820, 3.720, 0.259], [-3.596, 3.199, -1.228]], "forces_ev_per_a": [[-0.115, -0.037, 0.137], [0.094, 0.154, -0.031], [-0.125, -0.097, -0.059], [0.067, -0.298, -0.014], [-0.123, 0.429, -0.023], [0.110, -0.060, -0.014], [-0.201, 0.273, 0.012], [0.001, -0.017, -0.013], [0.082, -0.317, -0.168], [-0.069, -0.343, -0.072], [-0.052, -0.050, -0.095], [-0.407, -0.049, -0.074], [0.283, 0.040, 0.009], [1.275, -0.348, -0.318], [-0.884, -0.021, -0.087], [-0.360, 0.285, 0.330], [0.796, 0.002, 0.014], [-0.408, 0.011, 0.079], [-0.184, 0.430, 0.305], [0.313, 0.334, -0.021], [-0.397, -0.987, 0.333], [0.237, 0.741, -0.370], [0.052, 0.149, -0.024], [0.200, -0.199, -0.023], [0.097, 0.108, -0.027], [-0.155, 0.022, -0.086], [0.019, -0.031, 0.283], [-0.034, -0.029, -0.282], [-0.179, 0.131, 0.185], [0.069, -0.117, -0.048], [-0.059, -0.034, -0.135], [0.075, -0.011, -0.095], [0.033, 0.110, -0.025], [0.071, -0.119, 0.054], [0.112, -0.035, 0.072], [0.003, 0.010, 0.169], [-0.094, 0.034, 0.087], [-0.131, 0.016, -0.031], [-0.036, -0.088, -0.081], [0.189, 0.016, 0.063], [-0.005, -0.106, 0.024], [-0.152, 0.137, -0.007], [0.030, -0.167, -0.165], [0.194, 0.086, 0.099], [-0.117, 0.081, 0.092], [-0.188, -0.099, 0.043], [-0.008, 0.130, -0.078], [0.191, -0.120, -0.091], [0.014, 0.062, 0.156], [-0.003, -0.016, 0.101], [-0.108, -0.061, -0.011], [-0.013, -0.017, -0.076], [-0.052, 0.008, -0.053], [0.031, 0.016, 0.067], [-0.020, 0.040, 0.062], [-0.005, -0.038, -0.103], [0.048, 0.058, 0.024]], "lumo_ev": 0.6, "relative_energy_kj_mol": 203.6, "smiles": "CC(C)Cc1nc(N2CCN(C(=O)c3ccco3)CC2)c(C#N)c2c1CCCC2", "homo_ev": -8.01, "e_tot_ev": -34361.157}



{"formula": "C23H28N4O3", "method": "ωB97M-V/def2-TZVPD", "elements": ["C", "O", "C", "O", "C", "C", "C", "C", "C", "O", "N", "C", "C", "C", "C", "N", "C", "C", "N", "C", "C", "C", "C", "C", "C", "C", "C", "C", "N", "C", "H", "H", "H", "H", "H", "H", "H", "H", "H", "H", "H", "H", "H", "H", "H", "H", "H", "H", "H", "H", "H", "H", "H", "H", "H", "H", "H", "H"], "coordinates": [[-7.728, -2.295, 1.794], [-6.517, -1.694, 1.357], [-6.159, -1.958, 0.094], [-6.804, -2.653, -0.650], [-4.885, -1.297, -0.282], [-4.364, -1.499, -1.560], [-3.177, -0.881, -1.901], [-2.560, -0.056, -0.962], [-1.228, 0.539, -1.319], [-0.419, -0.159, -1.916], [-0.968, 1.812, -0.969], [-1.930, 2.729, -0.384], [-1.210, 3.887, 0.308], [0.037, 3.362, 1.009], [1.064, 2.888, -0.032], [2.000, 1.961, 0.564], [3.271, 1.878, -0.128], [4.131, 0.780, 0.489], [3.519, -0.505, 0.253], [4.257, -1.652, 0.117], [5.584, -1.720, 0.564], [6.322, -2.878, 0.420], [5.766, -4.006, -0.159], [4.454, -3.954, -0.600], [3.709, -2.800, -0.471], [2.078, -0.503, 0.143], [1.497, 0.652, 0.962], [0.320, 2.379, -1.296], [-3.052, 0.130, 0.260], [-4.173, -0.477, 0.592], [-7.655, -3.382, 1.734], [-7.871, -1.977, 2.823], [-8.561, -1.965, 1.170], [-4.895, -2.138, -2.250], [-2.716, -1.024, -2.865], [-2.600, 3.112, -1.166], [-2.527, 2.181, 0.346], [-1.889, 4.344, 1.028], [-0.926, 4.656, -0.413], [0.485, 4.133, 1.635], [-0.242, 2.531, 1.657], [1.664, 3.752, -0.343], [3.159, 1.672, -1.206], [3.780, 2.842, -0.022], [4.252, 0.982, 1.563], [5.118, 0.802, 0.018], [6.039, -0.868, 1.045], [7.342, -2.901, 0.775], [6.346, -4.910, -0.266], [4.006, -4.823, -1.060], [2.699, -2.783, -0.849], [1.684, -1.439, 0.550], [1.746, -0.429, -0.902], [0.411, 0.618, 0.880], [1.761, 0.495, 2.017], [0.176, 3.208, -1.998], [0.902, 1.604, -1.797], [-4.526, -0.301, 1.599]], "forces_ev_per_a": [[-0.377, -0.248, -0.033], [0.371, 0.220, -0.026], [-0.228, -0.151, -0.056], [0.076, 0.065, 0.078], [0.337, 0.137, -0.162], [-0.101, 0.078, 0.285], [0.056, 0.149, 0.096], [-0.372, -0.476, -0.125], [0.167, 0.088, -0.078], [-0.101, -0.258, -0.115], [0.099, -0.056, 0.155], [-0.564, 0.366, 0.137], [0.067, -0.187, 0.072], [0.061, 0.217, -0.244], [-0.252, 0.001, 0.026], [0.190, 0.113, -0.025], [0.149, 0.054, 0.096], [0.115, 0.211, -0.028], [-0.084, 0.172, 0.077], [0.104, -0.147, -0.008], [0.031, 0.169, 0.018], [0.031, -0.075, -0.035], [0.099, -0.155, -0.018], [0.070, -0.062, 0.021], [-0.161, 0.055, 0.008], [-0.269, 0.027, -0.159], [0.040, -0.290, 0.190], [0.549, 0.057, -0.076], [0.477, 0.152, -0.003], [-0.452, -0.300, 0.014], [-0.024, 0.096, 0.027], [0.023, -0.009, -0.056], [0.059, -0.034, 0.081], [-0.031, -0.036, -0.044], [0.046, -0.029, -0.057], [-0.002, -0.019, 0.092], [0.127, 0.248, -0.150], [-0.040, 0.045, -0.076], [-0.028, 0.080, -0.004], [0.041, -0.060, 0.073], [0.005, -0.064, 0.068], [-0.079, -0.028, -0.005], [0.039, -0.002, 0.008], [0.032, -0.076, -0.083], [0.106, 0.060, -0.064], [-0.059, 0.017, 0.072], [0.012, 0.083, 0.048], [0.063, 0.007, 0.031], [0.043, -0.070, -0.008], [-0.041, -0.050, -0.038], [-0.105, 0.030, -0.038], [-0.013, 0.042, -0.057], [-0.039, -0.072, 0.128], [0.015, -0.009, 0.057], [-0.150, -0.144, -0.084], [0.006, -0.052, -0.026], [-0.039, 0.176, -0.017], [-0.095, -0.059, 0.038]], "lumo_ev": -0.2, "relative_energy_kj_mol": 252.2, "smiles": "COC(=O)c1ccc(C(=O)N2CCC[C@@H](N3CCN(c4ccccc4)CC3)C2)nc1", "homo_ev": -7.23, "e_tot_ev": -36408.707}



{"formula": "C23H28N4O4S", "method": "ωB97M-V/def2-TZVPD", "elements": ["C", "C", "C", "N", "C", "S", "C", "C", "O", "N", "C", "C", "C", "C", "N", "C", "C", "C", "C", "O", "N", "C", "C", "C", "C", "C", "O", "C", "C", "C", "C", "O", "H", "H", "H", "H", "H", "H", "H", "H", "H", "H", "H", "H", "H", "H", "H", "H", "H", "H", "H", "H", "H", "H", "H", "H", "H", "H", "H", "H"], "coordinates": [[4.875, 4.497, 0.815], [3.943, 4.367, -0.109], [2.512, 4.774, 0.077], [1.630, 3.628, -0.090], [1.438, 2.736, 0.918], [2.194, 3.046, 2.471], [1.549, 1.642, 3.430], [1.423, 0.286, 2.738], [0.383, -0.340, 2.835], [2.521, -0.228, 2.162], [3.860, 0.329, 2.129], [4.693, -0.724, 1.394], [3.931, -2.023, 1.651], [2.482, -1.561, 1.583], [0.748, 1.661, 0.833], [0.138, 1.356, -0.347], [-0.593, 0.169, -0.432], [-1.226, -0.156, -1.616], [-2.008, -1.420, -1.792], [-2.149, -1.943, -2.882], [-2.539, -1.927, -0.658], [-3.337, -3.127, -0.643], [-4.846, -2.824, -0.520], [-5.434, -2.294, -1.831], [-5.864, -3.583, -2.527], [-6.292, -4.453, -1.345], [-5.549, -4.017, -0.216], [-1.116, 0.696, -2.725], [-0.398, 1.866, -2.649], [0.239, 2.213, -1.456], [1.033, 3.432, -1.348], [1.207, 4.240, -2.236], [5.894, 4.197, 0.640], [4.656, 4.920, 1.782], [4.167, 3.937, -1.076], [2.228, 5.493, -0.699], [2.353, 5.207, 1.068], [0.553, 1.915, 3.781], [2.225, 1.563, 4.283], [3.889, 1.290, 1.611], [4.228, 0.481, 3.152], [5.720, -0.755, 1.753], [4.705, -0.508, 0.325], [4.156, -2.795, 0.919], [4.159, -2.404, 2.647], [1.789, -2.183, 2.151], [2.131, -1.504, 0.546], [-0.608, -0.458, 0.446], [-2.458, -1.412, 0.204], [-3.042, -3.756, 0.201], [-3.141, -3.660, -1.576], [-4.994, -2.127, 0.316], [-6.299, -1.661, -1.629], [-4.703, -1.731, -2.405], [-5.016, -4.029, -3.047], [-6.672, -3.432, -3.239], [-7.361, -4.324, -1.128], [-6.094, -5.517, -1.503], [-1.607, 0.402, -3.641], [-0.306, 2.530, -3.495]], "forces_ev_per_a": [[0.116, 0.031, -0.019], [-0.150, 0.023, -0.107], [0.206, 0.348, -0.079], [-0.131, 0.104, -0.238], [-0.314, -0.703, 0.390], [0.186, 0.285, 0.342], [-0.253, 0.283, -0.230], [0.108, 0.010, 0.393], [-0.307, -0.218, 0.141], [0.148, -0.317, -0.064], [0.391, 0.402, 0.020], [-0.049, -0.082, 0.130], [-0.058, 0.130, -0.119], [-0.224, -0.337, 0.009], [0.100, 0.397, 0.208], [-0.033, 0.419, -0.661], [-0.143, -0.010, -0.276], [0.299, 0.279, 0.009], [-0.012, -0.029, 0.188], [-0.024, 0.012, -0.232], [-0.120, 0.037, 0.283], [-0.412, -0.287, 0.064], [0.396, 0.297, -0.047], [-0.038, -0.066, 0.185], [0.050, -0.077, 0.223], [-0.330, -0.142, -0.231], [0.193, -0.026, 0.092], [-0.036, -0.011, -0.073], [0.025, 0.031, 0.051], [-0.207, -0.497, 0.180], [0.013, 0.057, 0.029], [0.020, 0.029, -0.164], [0.190, -0.064, -0.079], [-0.090, 0.090, 0.209], [0.101, -0.055, -0.111], [-0.009, -0.088, 0.260], [-0.033, 0.053, -0.122], [0.119, -0.194, -0.009], [0.013, 0.039, 0.004], [0.065, -0.127, 0.090], [0.054, 0.058, -0.066], [0.047, 0.052, -0.046], [0.023, 0.026, -0.028], [0.010, -0.073, 0.013], [-0.014, -0.042, 0.031], [0.049, 0.035, -0.119], [-0.022, -0.085, 0.016], [-0.004, -0.094, 0.125], [0.064, 0.046, -0.123], [-0.009, 0.010, -0.092], [-0.003, -0.034, 0.127], [0.017, -0.041, -0.112], [-0.002, 0.029, 0.000], [0.012, 0.083, -0.033], [0.003, -0.018, -0.058], [0.004, -0.019, -0.064], [0.093, -0.054, -0.050], [-0.056, 0.078, -0.003], [-0.019, -0.021, -0.070], [-0.014, 0.036, -0.085]], "lumo_ev": 0.1, "relative_energy_kj_mol": 185.6, "smiles": "C=CCn1c(SCC(=O)N2CCCC2)nc2cc(C(=O)NC[C@H]3CCCO3)ccc2c1=O", "homo_ev": -8.46, "e_tot_ev": -49292.318}